No. 1
Entry from the Open Molecules 2025 dataset: a 6-piece molecular cluster, C30H59BBrN6O12S overall (ωB97M-V/def2-TZVPD).

relative energy (zero: lowest compared OMol25 entry of this formula, charge and spin): 331.3 kcal per mole
total charge: +1
highest occupied orbital energy: -10.31 eV
gap between HOMO and LUMO: 0.190 Eh

Each line ends with the Mulliken charge.
Cartesian coordinates (Å):
C: -1.1963 -6.3773 -0.3697  -0.72
C: -0.8329 -5.3807 -1.6344  -0.57
C: -1.7644 -4.0335 -1.7117  -0.10
O: -1.2058 -2.8739 -0.9468  -0.43
C: -2.4448 -2.1442 -0.5170  0.36
C: -3.1567 -2.5760 0.9335  0.36
C: -2.5519 -3.7347 1.9237  -0.14
O: -3.0841 -4.9777 1.8318  -0.47
O: -1.5102 -3.5410 2.9444  -0.32
C: -0.3097 -2.8841 2.4022  -0.14
S: -0.3963 -0.9843 2.4618  0.84
O: 0.6612 -0.3734 3.4491  -0.57
O: -0.0221 -0.3867 1.0523  -0.53
C: -4.5286 -1.7980 1.3815  0.08
B: -5.3965 -2.0500 2.7568  0.72
O: -4.9295 -2.8815 3.9220  -0.48
C: -6.8976 -1.3373 2.9868  -0.42
C: -7.9110 -1.8914 1.8152  -0.67
C: -5.1043 -0.6380 0.3463  -0.42
N: -4.4034 -0.2552 -0.9725  0.47
O: -5.0312 0.7280 -1.6924  -0.42
C: -3.1117 -0.9396 -1.4361  0.11
C: -2.4568 -0.4004 -2.8732  -0.60
Br: -3.0159 -1.5547 -4.4512  -0.08
C: -0.8054 -0.2236 -2.7882  0.03
C: -0.3408 1.3599 -3.0556  -0.74
H: -0.7630 -5.9792 0.6666  0.10
H: -0.7795 -7.4411 -0.6305  0.35
H: -2.3633 -6.4976 -0.1855  0.19
H: -1.0681 -6.0143 -2.6176  0.33
H: 0.3179 -5.1539 -1.6718  0.27
H: -1.8303 -3.7058 -2.8357  0.12
H: -2.8552 -4.2833 -1.3387  0.32
H: -0.0217 -3.2962 1.3406  0.24
H: 0.5838 -3.1715 3.1352  0.31
H: -1.6867 -0.5063 2.7735  0.13
H: -5.1715 -3.8575 3.7430  0.36
H: -7.3470 -1.7102 4.0224  0.28
H: -6.8215 -0.1714 3.0553  0.22
H: -7.3530 -2.8092 1.3066  0.26
H: -8.9677 -2.1992 2.2158  0.29
H: -8.0500 -1.0959 0.9425  0.12
H: -6.1203 -0.0756 0.6230  0.23
H: -4.7790 1.6245 -1.3072  0.39
H: -2.8638 0.6881 -3.1456  0.40
H: -0.3514 -0.5449 -1.7584  0.07
H: -0.3691 -0.8227 -3.7134  0.32
H: -1.1732 1.9868 -3.6004  0.27
H: -0.0097 1.9051 -2.0592  0.26
H: 0.6139 1.4125 -3.7702  0.17
C: 2.8673 3.3840 -5.8363  -1.34
C: 3.1575 2.4253 -4.7152  0.84
O: 2.3400 1.5835 -4.3477  -0.74
N: 4.3710 2.5067 -4.0979  0.02
C: 5.4584 3.4147 -4.3760  -0.89
H: 1.8630 3.1951 -6.2262  0.28
H: 2.9072 4.4131 -5.4697  0.37
H: 3.5853 3.2402 -6.6480  0.37
H: 4.4898 1.8282 -3.3541  0.03
H: 6.3383 2.8205 -4.6348  0.28
H: 5.6658 3.9837 -3.4662  0.23
H: 5.2296 4.1020 -5.1916  0.39
C: -8.9526 2.8728 0.0200  -1.42
C: -8.8031 1.9204 1.1736  0.76
O: -7.8739 1.1179 1.2417  -0.57
N: -9.7371 1.9623 2.1667  -0.14
C: -10.8923 2.8214 2.2744  -0.90
H: -8.1333 2.7186 -0.6881  0.20
H: -9.8967 2.6879 -0.4991  0.40
H: -8.9099 3.9049 0.3777  0.40
H: -9.5667 1.2908 2.9069  0.22
H: -10.8026 3.3952 3.2001  0.30
H: -11.7813 2.1882 2.3305  0.30
H: -10.9840 3.5047 1.4291  0.35
C: 4.1542 -1.6760 3.2692  -0.36
C: 5.0240 -2.8547 3.6075  0.73
O: 5.9284 -3.2332 2.8654  -0.66
N: 4.7877 -3.5126 4.7786  -0.16
C: 3.7851 -3.2302 5.7783  -0.82
H: 4.4648 -1.2584 2.3072  -0.13
H: 3.1106 -1.9910 3.1878  -0.10
H: 4.2599 -0.9005 4.0324  0.39
H: 5.4147 -4.2939 4.9341  0.24
H: 4.2958 -3.0355 6.7247  0.28
H: 3.1559 -4.1170 5.8870  0.27
H: 3.1643 -2.3726 5.5156  0.31
C: 6.4131 1.0934 -0.7894  -1.09
C: 6.4985 0.0622 -1.8800  0.64
O: 6.6905 0.3690 -3.0552  -0.67
N: 6.3561 -1.2500 -1.5364  -0.11
C: 6.1265 -1.8134 -0.2271  -0.63
H: 6.5458 2.0903 -1.2195  0.09
H: 5.4314 1.0522 -0.3102  0.37
H: 7.2039 0.9271 -0.0532  0.53
H: 6.4259 -1.8820 -2.3260  0.26
H: 6.9476 -2.4993 -0.0047  0.27
H: 5.1897 -2.3752 -0.2595  0.28
H: 6.0675 -1.0507 0.5505  0.13
C: 6.2842 5.7754 1.1998  -1.36
C: 6.9152 5.1259 -0.0003  0.83
O: 7.1543 3.9204 -0.0402  -0.63
N: 7.2252 5.9144 -1.0691  -0.16
C: 7.0276 7.3365 -1.2205  -0.86
H: 6.0967 5.0187 1.9670  0.29
H: 6.9577 6.5292 1.6159  0.38
H: 5.3291 6.2291 0.9220  0.37
H: 7.6465 5.4033 -1.8366  0.23
H: 6.3870 7.4988 -2.0908  0.28
H: 8.0021 7.7965 -1.4026  0.31
H: 6.5693 7.7898 -0.3405  0.32

=====

No. 2
Entry from the Open Molecules 2025 dataset: C30H59GeMoN6OS2Si2 as an isolated structure (ωB97M-V/def2-TZVPD).

total charge: +3
highest occupied orbital energy (alpha / beta): -16.57 / -16.56 eV
gap between HOMO and LUMO (alpha / beta): 0.198 / 0.198 Eh

Each line ends with the Mulliken charge.
Cartesian coordinates (Å):
Mo: 0.1795 -0.5062 0.4967  -0.56
C: 3.7360 -5.6059 -0.7796  -1.10
C: 2.2131 -5.7099 -0.7772  -0.74
N: 1.5712 -4.5088 -1.3012  0.93
C: 1.2062 -4.5184 -2.7022  -0.94
C: -0.2209 -5.0135 -2.9224  -1.11
C: 1.3379 -3.4992 -0.4841  -0.66
S: 0.2515 -2.2111 -1.1465  -0.28
N: 1.8409 -3.5492 0.7250  0.48
C: 1.7823 -2.6548 1.6932  -0.45
O: 1.2039 -1.5246 1.4284  0.18
C: 2.3192 -2.8772 3.0119  0.62
C: 2.8598 -4.1088 3.4155  -0.31
C: 3.3206 -4.2557 4.7091  -0.84
C: 3.2554 -3.1935 5.6043  -0.48
C: 2.7245 -1.9686 5.2080  -0.94
C: 2.2567 -1.8058 3.9255  -0.38
H: 4.1515 -6.5245 -0.3777  0.46
H: 4.0721 -4.7786 -0.1598  0.26
H: 4.1213 -5.4769 -1.7873  0.32
H: 1.8552 -5.8704 0.2408  0.36
H: 1.9031 -6.5475 -1.4055  0.58
H: 1.9043 -5.1828 -3.2148  0.60
H: 1.3268 -3.5127 -3.1118  0.30
H: -0.3475 -6.0188 -2.5319  0.37
H: -0.4374 -5.0320 -3.9851  0.46
H: -0.9380 -4.3567 -2.4391  0.21
H: 2.9030 -4.9279 2.7142  0.49
H: 3.7313 -5.1990 5.0352  0.48
H: 3.6082 -3.3077 6.6181  0.45
H: 2.6770 -1.1467 5.9032  0.48
H: 1.8481 -0.8467 3.6073  0.41
C: -2.7332 3.0949 -2.4400  -1.48
C: -1.6969 3.2474 -1.4107  0.98
N: -1.2139 4.3559 -0.9701  -0.79
N: -0.3131 4.0690 -0.0204  0.51
C: -0.2084 2.7471 0.1683  -0.45
S: 0.7321 1.8860 1.2628  -0.34
N: -1.0824 2.1909 -0.7296  1.03
N: -1.3028 0.8078 -0.8280  -0.38
H: -3.1538 4.0754 -2.6585  0.38
H: -3.5307 2.4345 -2.1070  0.32
H: -2.3242 2.7002 -3.3698  0.36
H: 0.1612 4.8168 0.4759  0.23
H: -2.2456 0.5912 -0.4571  -0.16
H: -1.3231 0.5561 -1.8320  0.45
C: 5.6999 3.8461 -3.2070  -1.38
C: 4.5510 3.7106 -2.2231  -0.48
C: 4.0424 2.2565 -2.1909  -0.67
C: 2.9349 2.1057 -1.1606  -0.75
Ge: 2.1403 0.2545 -1.3096  0.71
C: 3.5840 -1.1394 -1.4307  0.08
C: 4.0428 -1.3252 -2.8773  -0.81
C: 5.0009 -2.5129 -3.0276  -0.11
C: 6.3248 -2.3204 -2.3044  -1.34
H: 6.0409 4.8806 -3.2152  0.41
H: 5.3933 3.5915 -4.2186  0.35
H: 6.5376 3.2140 -2.9252  0.34
H: 3.7332 4.3720 -2.5158  0.36
H: 4.8824 3.9911 -1.2216  0.34
H: 4.8800 1.6001 -1.9507  0.32
H: 3.6705 1.9982 -3.1859  0.42
H: 2.1645 2.8558 -1.3497  0.27
H: 3.3241 2.2692 -0.1548  0.58
H: 1.4811 0.2449 -2.7183  0.01
H: 3.2493 -2.0991 -1.0310  -0.54
H: 4.4126 -0.8015 -0.8076  0.70
H: 4.5429 -0.4190 -3.2209  0.39
H: 3.1796 -1.4895 -3.5307  0.38
H: 5.1942 -2.6300 -4.0958  0.49
H: 4.5148 -3.4253 -2.6778  -0.24
H: 6.7837 -1.3785 -2.5914  0.33
H: 7.0074 -3.1203 -2.5776  0.43
H: 6.2092 -2.3395 -1.2230  0.31
C: -1.6930 2.4725 3.1699  -1.32
Si: -2.6141 0.8560 2.7321  0.19
C: -4.0513 1.2938 1.5534  -0.91
C: -3.1015 0.1275 4.4219  -1.20
C: -1.5395 -0.5473 1.8518  0.39
Si: -2.6384 -2.0857 1.3029  0.45
C: -1.5382 -3.6512 1.4031  -0.68
C: -3.1835 -1.7855 -0.5160  -0.99
C: -4.1587 -2.4543 2.3686  -1.31
H: -2.1997 2.9218 4.0212  0.56
H: -1.7085 3.2168 2.3792  0.26
H: -0.6619 2.3195 3.4799  0.45
H: -4.7217 1.9579 2.0896  0.54
H: -4.6395 0.4308 1.2670  0.30
H: -3.7610 1.8284 0.6525  0.13
H: -3.6483 0.8842 4.9787  0.41
H: -2.2311 -0.1406 5.0161  0.36
H: -3.7387 -0.7441 4.3525  0.38
H: -0.9945 -0.9467 2.7192  0.50
H: -1.2383 -4.0163 0.4262  0.18
H: -2.0955 -4.4577 1.8697  0.60
H: -0.6435 -3.5071 2.0086  0.10
H: -2.3631 -1.6404 -1.2215  0.25
H: -3.8894 -0.9663 -0.6119  0.37
H: -3.7187 -2.6693 -0.8508  0.51
H: -3.8881 -2.7822 3.3683  0.42
H: -4.7013 -3.2757 1.9060  0.42
H: -4.8512 -1.6254 2.4573  0.39

=====

Electronic energy in eV, matching the order above: -147110.675 -138827.250
Max |F| in Eh/bohr, matching the order above: 0.18364 0.08720